1.
Formula: C29H36F6N2O6RuSi
Source: the Open Molecules 2025 dataset
Level of theory: ωB97M-V with the def2-TZVPD basis set

Results
E_LUMO (spin up / spin down) in eV: 1.338 / 1.646
Spin multiplicity: 2
HOMO (spin up / spin down) in eV: -6.0 / -6.0
Expectation value of S²: 0.78
Relative energy (zero: lowest compared OMol25 entry of this formula, charge and spin) in kcal/mol: 20.8
DFT total energy in eV: -72688.8452
Net charge: -1
Largest force on an atom in eV/A: 3.5

Last column: Löwdin charge in e.
Positions of all 81 atoms, in Å:
Ru1 0.4892 -0.2836 -0.0932  1.395
O1 -1.3302 1.1961 1.3797  -0.137
C1 -0.6612 1.8672 2.4211  -0.214
C2 0.8372 2.0438 2.1488  -0.151
N1 1.5083 0.7711 1.9357  -0.209
C3 1.4280 -0.1105 3.0792  -0.095
C4 0.1653 -1.0624 3.0929  -0.673
O2 -0.1241 -1.5503 4.1730  0.023
O3 -0.4393 -1.2255 2.0006  -0.105
C5 2.8745 0.9665 1.4627  -0.110
C6 2.8933 1.6079 0.0378  -0.677
O4 3.5595 2.6229 -0.1352  0.020
O5 2.2149 1.0052 -0.8362  -0.111
H1 -1.3328 0.2348 1.5958  0.035
H2 -0.7968 1.3349 3.3700  0.123
H3 -1.1244 2.8558 2.5129  0.122
H4 1.2803 2.5787 3.0068  0.135
H5 0.9744 2.6462 1.2462  0.111
H6 1.4361 0.4416 4.0302  0.130
H7 2.2669 -0.8068 3.0707  0.122
H8 3.3515 -0.0124 1.3598  0.105
H9 3.4605 1.5985 2.1483  0.130
C7 -1.2221 -1.2995 -1.2186  -0.255
Si1 -2.1972 0.0354 -2.0581  0.674
C8 -0.8538 1.3216 -2.5921  -0.258
N2 -0.4086 2.2367 -1.5573  -0.210
C9 0.7104 3.0671 -1.9975  -0.205
C10 0.2376 4.2925 -2.7844  -0.165
C11 -0.5578 5.2263 -1.8616  -0.194
C12 -1.0621 4.4485 -0.6399  -0.175
C13 -1.5139 3.0542 -1.0596  -0.210
C14 -2.9641 -0.4879 -3.7376  -0.229
C15 -4.3375 -0.5852 -3.9399  -0.100
C16 -4.8622 -1.0131 -5.1463  -0.096
C17 -4.0175 -1.3721 -6.1827  -0.104
C18 -2.6471 -1.2857 -6.0033  -0.096
C19 -2.1335 -0.8471 -4.7966  -0.103
C20 -3.6596 0.6451 -1.0031  -0.259
C21 -4.5105 1.6610 -1.4296  -0.130
C22 -5.5636 2.0949 -0.6446  -0.091
C23 -5.8047 1.4997 0.5819  -0.095
C24 -4.9904 0.4641 1.0077  -0.078
C25 -3.9285 0.0497 0.2241  -0.098
H10 -0.5950 -1.8517 -1.9230  -0.007
H11 -1.7563 -1.9822 -0.5634  0.003
H12 -1.1804 1.8682 -3.4938  0.086
H13 0.0213 0.7243 -2.8697  0.080
H14 1.3863 2.4547 -2.5919  0.116
H15 1.2778 3.3977 -1.1258  0.102
H16 -0.3838 3.9630 -3.6196  0.098
H17 1.0991 4.8070 -3.2079  0.107
H18 -1.4090 5.6532 -2.3982  0.102
H19 0.0736 6.0558 -1.5351  0.103
H20 -1.8971 4.9752 -0.1690  0.112
H21 -0.2641 4.3593 0.0970  0.100
H22 -2.2760 3.1697 -1.8446  0.111
H23 -1.9741 2.5321 -0.2193  0.090
H24 -5.0060 -0.3194 -3.1343  0.089
H25 -5.9349 -1.0732 -5.2742  0.097
H26 -4.4252 -1.7238 -7.1207  0.095
H27 -1.9781 -1.5683 -6.8048  0.098
H28 -1.0633 -0.7872 -4.6693  0.099
H29 -4.3439 2.1252 -2.3925  0.105
H30 -6.1990 2.8999 -0.9892  0.098
H31 -6.6228 1.8419 1.2009  0.096
H32 -5.1802 -0.0202 1.9553  0.103
H33 -3.2952 -0.7502 0.5724  0.090
C26 1.3491 -4.0556 0.6526  0.022
C27 2.4193 -3.0138 0.2650  -0.491
O6 2.1322 -1.7542 0.5759  -0.183
C28 3.7357 -3.3942 0.9993  -0.563
F1 4.6604 -2.4343 0.9306  0.154
F2 4.3081 -4.5218 0.5242  0.137
F3 3.5340 -3.6178 2.3061  0.146
C29 2.6805 -3.1255 -1.2701  -0.553
F4 3.8861 -2.7029 -1.6625  0.159
F5 1.7794 -2.3798 -1.9334  0.109
F6 2.5552 -4.3776 -1.7604  0.127
H34 1.0879 -3.8930 1.6948  0.092
H35 1.7212 -5.0689 0.5150  0.088
H36 0.4586 -3.8953 0.0485  0.088

---

2.
Formula: C5H12O
Source: the Open Molecules 2025 dataset
Level of theory: ωB97M-V with the def2-TZVPD basis set

Results
E_LUMO in eV: 1.127
Spin multiplicity: 1
HOMO in eV: -9.8
Relative energy (zero: lowest compared OMol25 entry of this formula, charge and spin) in kcal/mol: 14.4
DFT total energy in eV: -7426.6886
Net charge: 0
SMILES: COCC(C)C
Largest force on an atom in eV/A: 0.3

Last column: natural (NBO) charge in e.
Positions of all 18 atoms, in Å:
C1 -1.2781 2.1399 1.2462  -0.245
O1 -0.5138 0.9648 1.1991  -0.541
C2 -0.6338 0.2842 -0.0270  -0.051
C3 0.3020 -0.9164 -0.0235  -0.242
C4 1.7666 -0.4924 0.0390  -0.605
C5 0.1121 -1.7498 -1.2868  -0.604
H1 -0.9599 2.8621 0.4774  0.163
H2 -1.1288 2.5851 2.2331  0.193
H3 -2.3525 1.9380 1.1058  0.163
H4 -1.6783 -0.0428 -0.1798  0.163
H5 -0.3748 0.9547 -0.8671  0.156
H6 0.0582 -1.5057 0.8726  0.204
H7 1.9529 0.2667 0.8007  0.222
H8 2.4073 -1.3617 0.2231  0.208
H9 2.0557 -0.0770 -0.9412  0.195
H10 -0.9354 -1.9488 -1.5301  0.207
H11 0.5543 -1.1982 -2.1320  0.200
H12 0.6463 -2.7026 -1.2095  0.214

---

3.
Formula: C2H4F6LiNO6S2
Source: the Open Molecules 2025 dataset
Level of theory: ωB97M-V with the def2-TZVPD basis set

Results
E_LUMO in eV: -1.639
Spin multiplicity: 1
HOMO in eV: -9.1
Relative energy (zero: lowest compared OMol25 entry of this formula, charge and spin) in kcal/mol: 98.5
DFT total energy in eV: -54091.5494
Net charge: 0
Largest force on an atom in eV/A: 6.5

Last column: natural (NBO) charge in e.
Positions of all 22 atoms, in Å:
Li1 0.5471 -18.5929 -5.5129  0.981
C1 -2.1917 -21.3536 -5.1316  0.770
F1 -2.8248 -22.1827 -4.2490  -0.305
F2 -1.2891 -20.5973 -4.4064  -0.369
F3 -1.4596 -22.0381 -6.0002  -0.303
S1 -3.5069 -20.1554 -5.9795  2.092
O1 -4.1264 -20.9768 -6.9858  -0.884
O2 -4.4392 -19.6676 -4.9701  -0.859
N1 -2.3795 -18.9060 -6.6422  -1.198
S2 -3.3393 -17.7148 -6.7333  2.112
O3 -4.6713 -17.8922 -7.3792  -0.910
O4 -3.4237 -17.0013 -5.4260  -0.937
C2 -2.3677 -16.5355 -7.9807  0.768
F4 -2.4992 -16.9038 -9.2979  -0.318
F5 -2.9108 -15.3201 -7.8088  -0.308
F6 -1.0916 -16.5424 -7.6257  -0.338
O5 1.2633 -16.0083 -3.9008  -0.969
H1 2.0305 -15.8235 -3.3591  0.481
H2 0.7292 -15.2165 -3.8387  0.491
O6 3.2732 -20.5652 -5.7179  -0.963
H3 3.5706 -21.2009 -6.3688  0.485
H4 3.9692 -20.5510 -5.0609  0.480

---

4.
Formula: C28H19Cl2IrN3O9
Source: the Open Molecules 2025 dataset
Level of theory: ωB97M-V with the def2-TZVPD basis set

Results
E_LUMO (spin up / spin down) in eV: 2.159 / 1.175
Spin multiplicity: 5
HOMO (spin up / spin down) in eV: -4.4 / -5.9
Expectation value of S²: 6.02
DFT total energy in eV: -80121.5940
Net charge: -1
Largest force on an atom in eV/A: 2.0

Last column: natural (NBO) charge in e.
Positions of all 62 atoms, in Å:
Ir1 -0.8154 -1.2967 -1.8665  1.608
O1 -1.0602 0.1344 -5.8026  -0.641
C1 -0.5955 -0.2754 -4.7559  0.786
O2 -1.3390 -0.6683 -3.7688  -0.787
C2 0.9127 -0.2977 -4.5817  -0.281
C3 1.6172 0.4361 -5.5189  -0.094
C4 3.0004 0.5011 -5.4806  -0.065
C5 3.7280 -0.1826 -4.5221  -0.128
C6 3.0353 -0.9489 -3.6136  -0.083
C7 1.6142 -1.0308 -3.5723  0.496
O3 1.0573 -1.7308 -2.6532  -0.750
N1 3.8461 -1.6901 -2.6494  0.536
O4 4.8995 -1.1785 -2.3127  -0.406
O5 3.4789 -2.7934 -2.3111  -0.363
N2 3.7103 1.2967 -6.4677  0.539
O6 4.9279 1.3093 -6.4191  -0.408
O7 3.0495 1.9190 -7.2782  -0.395
H1 1.0582 0.9574 -6.2828  0.272
H2 4.8055 -0.1271 -4.4861  0.266
C8 -1.3859 -3.1836 -1.1801  -0.733
C9 -0.7801 -3.0465 0.1545  -0.061
C10 -1.5503 -2.6789 1.2702  -0.247
C11 -0.9674 -2.5353 2.5137  -0.154
C12 0.3984 -2.7357 2.6765  -0.247
C13 1.1783 -3.0763 1.5789  -0.210
C14 0.6024 -3.2332 0.3320  -0.218
H3 -2.4665 -3.3138 -1.1723  0.209
H4 -0.8814 -3.9114 -1.8157  0.219
H5 -2.6112 -2.5060 1.1432  0.211
H6 -1.5794 -2.2607 3.3621  0.198
H7 0.8513 -2.6104 3.6505  0.200
H8 2.2451 -3.2145 1.6900  0.211
H9 1.2169 -3.4766 -0.5239  0.232
Cl1 0.9849 0.6294 3.5890  0.038
C15 -0.6045 0.1697 4.0990  -0.057
C16 -0.6970 -0.6575 5.1962  -0.225
C17 -1.9587 -1.2159 5.5717  -0.227
C18 -3.0850 -0.9430 4.8211  -0.245
C19 -2.9947 -0.0913 3.7356  -0.046
Cl2 -4.4156 0.2382 2.7985  0.015
C20 -1.7424 0.5378 3.3493  0.138
N3 -1.7470 1.3663 2.2571  -0.615
C21 -1.0771 2.5744 2.0983  0.185
C22 -0.6090 3.2967 3.1935  -0.247
C23 0.1380 4.4432 2.9981  -0.201
C24 0.4192 4.8858 1.7152  -0.247
C25 -0.1101 4.2061 0.6275  -0.175
C26 -0.8873 3.0732 0.7939  -0.042
C27 -1.5984 2.4496 -0.3719  -0.535
C28 -1.3157 0.9816 -0.6462  0.778
O8 -2.2718 0.1735 -0.6087  -0.718
O9 -0.1562 0.6159 -0.9881  -0.717
H10 0.2064 -0.9118 5.7269  0.230
H11 -2.0254 -1.8760 6.4233  0.219
H12 -4.0426 -1.3778 5.0669  0.230
H13 -2.3642 1.0777 1.5035  0.435
H14 -0.8187 2.9436 4.1922  0.214
H15 0.5104 4.9851 3.8556  0.207
H16 1.0253 5.7671 1.5599  0.208
H17 0.0634 4.5699 -0.3767  0.210
H18 -1.3456 3.0059 -1.2769  0.246
H19 -2.6816 2.5320 -0.2402  0.230

---

5.
Formula: C9H13ClN3
Source: the Open Molecules 2025 dataset
Level of theory: ωB97M-V with the def2-TZVPD basis set

Results
E_LUMO in eV: -4.880
Spin multiplicity: 1
HOMO in eV: -11.2
Relative energy (zero: lowest compared OMol25 entry of this formula, charge and spin) in kcal/mol: 112.6
DFT total energy in eV: -26524.6133
Net charge: +1
SMILES: C=C(C)C#[N+]/C(Cl)=C\C(C)=N\NC
Largest force on an atom in eV/A: 5.3

Last column: natural (NBO) charge in e.
Positions of all 26 atoms, in Å:
C1 -1.5766 3.9550 0.7090  -0.238
C2 -2.2912 2.9090 1.0599  -0.177
C3 -3.4688 2.8621 2.0427  -0.589
C4 -1.9543 1.5678 0.8620  0.596
N1 -1.8877 0.4151 0.5837  -0.241
C5 -2.0739 -0.8873 0.5190  0.027
Cl1 -3.7489 -1.4838 0.6025  0.027
C6 -1.2014 -1.9265 0.2817  -0.076
C7 0.1063 -2.0949 -0.2209  0.051
C8 0.5803 -3.4135 -0.6476  -0.671
N2 0.9167 -1.0262 -0.3493  -0.138
N3 2.1207 -0.7050 -0.7235  -0.296
C9 3.2299 -1.3747 -1.2806  -0.422
H1 -0.6167 3.8800 0.2354  0.227
H2 -1.9443 4.9856 1.0820  0.239
H3 -3.8097 3.8514 2.1171  0.244
H4 -2.9255 2.5233 2.9283  0.238
H5 -4.1512 2.0846 1.6145  0.237
H6 -1.7367 -2.8359 0.3291  0.240
H7 0.1514 -3.6497 -1.5878  0.233
H8 0.2700 -4.2987 -0.0320  0.240
H9 1.6881 -3.5148 -0.7221  0.228
H10 2.2511 0.2730 -0.6500  0.382
H11 3.4976 -2.3361 -0.6555  0.208
H12 2.9847 -1.7378 -2.2125  0.212
H13 3.9718 -0.6819 -1.2900  0.222

---

6.
Formula: C5H8OS
Source: the Open Molecules 2025 dataset
Level of theory: ωB97M-V with the def2-TZVPD basis set

Results
E_LUMO (spin up / spin down) in eV: 0.877 / -2.584
Spin multiplicity: 3
HOMO (spin up / spin down) in eV: -6.5 / -9.4
Expectation value of S²: 2.01
Relative energy (zero: lowest compared OMol25 entry of this formula, charge and spin) in kcal/mol: 14.0
DFT total energy in eV: -18192.7785
Net charge: 0
Largest force on an atom in eV/A: 3.7

Last column: natural (NBO) charge in e.
Positions of all 15 atoms, in Å:
C1 0.7585 -0.6219 -0.3525  -0.312
C2 2.0435 -0.3443 -0.9167  -0.528
C3 0.4946 -0.2897 1.1586  -0.454
C4 -0.0419 0.6373 0.0762  0.277
C5 -1.5063 0.3587 -0.0773  -0.624
O1 0.5597 1.8473 -0.1178  -0.684
S1 3.2688 0.6585 -0.4069  0.262
H1 0.3317 -1.4898 -0.7858  0.231
H2 2.2914 -0.8282 -1.9656  0.256
H3 -0.2753 -0.9584 1.5589  0.236
H4 1.4029 0.1058 1.5519  0.213
H5 -2.1790 0.7149 0.7572  0.215
H6 -1.7185 -0.6596 -0.2585  0.218
H7 -1.8458 0.7913 -1.0606  0.220
H8 1.4553 1.8711 0.1380  0.472